(1)
Here is a structure of composition C39H51N6OPdSTe from the Open Molecules 2025 dataset. Energies are from ωB97M-V with the def2-TZVPD basis set.

Last column: Mulliken charge in e.
Geometry (Å):
H -0.3965 5.5916 1.9595  0.39
H -3.0285 3.6403 2.0740  0.27
H 0.4357 -2.4688 -6.0790  0.44
H 2.2406 4.8273 -0.9049  0.56
H 0.8152 -0.1742 1.4078  -0.44
H -2.3217 -2.0623 -0.8197  0.49
C 1.2787 4.2939 2.2676  0.64
H -2.8667 -4.7001 -0.9738  0.34
C -5.3459 1.1676 3.6497  -0.91
H 6.0826 -0.2914 -0.9675  0.30
H -6.1982 2.1467 6.2405  0.31
C 2.6792 3.8596 -1.1021  -1.11
H -0.8206 -0.3687 3.8293  0.17
H -1.7534 -3.4891 -5.5233  0.41
C 3.5746 -4.8161 -3.7944  -0.98
H -6.6930 0.4807 5.9753  0.36
C -0.9367 3.5593 1.5896  1.04
H 1.7028 -1.2497 -4.3741  0.44
C 2.9287 -3.0658 -1.1543  -0.30
C -1.1723 -2.9918 -4.7578  -0.72
S 1.9302 -2.6363 0.1822  -0.41
H -2.4344 5.0267 1.1478  0.45
H 2.7233 2.7375 2.4824  0.35
C 1.8801 2.7279 -1.0527  -0.46
C -3.1115 0.9158 2.7577  -0.30
C 4.0879 -4.8865 -2.3650  -0.46
H 2.9590 -4.9742 -0.5842  0.32
O -0.0703 1.2672 -3.2350  -0.58
H 5.0124 -4.3097 -2.2661  0.25
H 3.2112 5.0183 2.8728  0.37
H -4.5975 2.0008 0.5923  0.20
H -0.0021 -5.5302 -0.5457  0.34
C -0.8969 -2.2788 -2.4720  0.41
C -0.4940 2.2262 1.5593  0.71
N -1.0844 -3.7464 -0.4117  0.15
C -0.2178 -4.6789 -1.1896  -0.75
C -2.6360 0.7588 4.0668  0.93
C -5.8262 1.1278 6.1167  -1.57
C -1.2934 -2.3468 -1.0368  1.33
H -2.5937 -3.3794 -3.2069  0.41
H -1.9638 3.1026 -1.9186  0.27
C -2.3523 3.9472 1.2733  -1.54
H 1.5453 0.2278 2.9572  0.45
C -4.8820 1.0372 4.9512  0.58
H -2.7017 3.4608 0.3622  0.04
Pd 1.2284 -0.2559 -1.6675  -0.22
H -2.9960 1.6723 -1.8956  0.24
H -1.0504 0.3272 5.4415  0.37
C -4.4897 1.1042 2.5558  1.41
C 0.7698 -1.7295 -4.0992  -0.57
C -0.0443 4.5648 1.9405  -0.97
H -5.0215 0.3029 0.6158  0.27
H -2.1550 -5.2833 0.5511  0.38
H -2.3491 2.2975 -3.4422  0.44
H -6.4065 1.3213 3.4778  0.37
H -0.5652 1.3446 4.0855  0.15
C 2.2233 5.4055 2.6259  -1.82
H 2.3340 6.1100 1.7985  0.34
H -0.5605 -3.5532 0.4477  0.30
H 6.0758 0.3430 -2.6142  0.45
C 3.6729 1.3537 -1.5795  0.84
C 5.5877 -0.3571 -1.9392  -1.88
C -3.5267 0.8279 5.1368  -1.06
H 4.6781 4.5731 -1.4230  0.42
C 4.0239 3.7119 -1.3855  -0.70
H 2.6922 -5.4453 -3.9167  0.27
H 5.5787 2.3131 -1.8629  0.40
C 4.1325 -0.0466 -1.8083  0.24
C 0.3044 -1.6275 -2.7855  0.49
C 1.4212 0.5578 1.9213  -1.75
C -5.0985 1.2331 1.1842  -1.54
Te -1.8599 0.7002 0.9902  0.30
H -0.6238 -1.7148 -0.4721  -2.06
C -1.1890 0.5031 4.3745  -1.12
H -3.1439 0.7098 6.1453  0.28
H 0.6982 -4.1661 -1.4543  0.08
C -2.3630 -4.4044 -0.0556  -0.81
C 0.0521 -2.4108 -5.0679  -0.83
N 2.3633 1.5140 -1.2692  0.65
C -0.8986 1.2879 -2.2749  0.75
H -5.3354 0.8383 7.0454  0.35
H -0.7560 -4.9942 -2.0774  0.43
H 5.7089 -1.3686 -2.3200  0.37
H 4.3120 -5.9229 -2.1019  0.39
H 2.4043 0.5450 1.4507  0.52
N 3.0999 -4.4136 -1.4064  0.04
H -6.1552 1.4879 1.2614  0.38
H 1.8572 5.9713 3.4846  0.40
C 4.5338 2.4448 -1.6296  -0.78
H -2.9807 -3.7024 0.4989  0.28
C -1.6387 -2.9250 -3.4588  -0.09
H 4.3403 -5.1607 -4.4919  0.39
C 0.8345 1.9338 1.8881  0.91
N -0.6014 0.5851 -1.2158  0.46
N 3.2197 -0.9462 -1.8144  1.27
H 3.3071 -3.7933 -4.0520  0.18
H 0.8252 2.7769 -0.8206  0.59
C 1.6933 2.9773 2.2371  -0.73
C -2.1403 2.1324 -2.3862  -1.49
N 3.5806 -2.2544 -1.9503  -1.17

Output
- orbital gap (spin up / spin down) (eV) = 7.05 / 6.26
- <S²> = 0.784
- HOMO (spin up / spin down) (eV) = -6.9 / -7.0
- total charge = 0
- relative energy (zero: lowest compared OMol25 entry of this formula, charge and spin) (kJ/mol) = 0.0
- multiplicity = 2
- E_tot (eV) = -73864.96108

---

(2)
Here is a cluster of 3 separate species, C26H46N2O7 in total from the Open Molecules 2025 dataset. Energies are from ωB97M-V with the def2-TZVPD basis set.

Last column: Mulliken charge in e.
Geometry (Å):
C -1.5697 2.7594 4.3158  -0.96
H 0.5847 2.1852 -0.8419  -0.17
O 3.2962 -1.8150 -4.9450  -0.48
H 1.4289 -2.5209 -0.5153  0.42
H 0.0450 -3.2669 -1.4995  0.44
H -2.6504 2.8272 4.6307  0.35
H 2.0306 -0.1279 -0.9560  -0.57
C -1.8650 -3.9466 4.2029  -1.32
C -3.2210 1.7110 1.2850  -0.80
C -0.0437 -0.5642 0.6640  -1.27
H 3.8650 -3.0643 -6.4497  0.31
H -1.6373 4.7522 3.6941  0.26
H -2.7256 -1.9810 4.3351  0.16
N -3.4280 -0.6863 -2.6922  -0.36
C -0.4124 -1.2992 -0.5402  0.11
H -3.1820 0.0818 -3.3242  0.35
C -2.5663 -0.0702 -0.5066  0.74
H 3.0278 3.6564 -1.0974  0.31
C -1.3594 1.3027 3.7544  -0.23
H -0.3291 -2.5645 5.7339  0.32
H 3.2532 2.0036 3.0700  0.24
H -0.9481 0.6936 4.6071  0.29
H -2.7497 2.4903 1.9297  0.49
H 4.1342 3.6146 3.1604  0.30
H 2.6539 -1.1110 -4.7905  0.20
H 0.9688 -0.8016 1.0732  0.25
H 1.5436 -3.6383 -5.7671  0.30
C -3.8268 -0.0719 -1.4208  -0.35
H 3.5817 2.0216 -1.5841  0.28
H -0.3564 3.9482 3.1328  0.04
H -3.7844 -3.3909 6.1253  0.38
H 1.7344 2.5224 0.9054  -0.23
O -3.3008 3.5223 -0.0794  -0.40
H 0.9779 -2.0527 -6.2669  0.27
H -2.3540 0.8295 3.5309  0.08
C 2.7300 2.2176 0.4889  0.37
H -0.9815 2.9551 5.2588  0.37
H 0.2839 -1.2491 -3.0901  0.28
H 0.5005 0.5333 2.9137  0.36
C 1.7285 -2.8228 -6.4696  -1.20
O -4.9494 0.2857 -1.2460  -0.48
C -0.3545 1.1699 2.5502  0.36
O 3.7554 2.8760 1.2356  -0.45
H -2.9865 -1.9608 6.8077  0.34
H 4.4123 -0.7281 -7.1002  0.31
C -2.3585 -1.6415 -2.4458  0.28
O -4.0201 2.3823 0.2948  -0.18
H 0.1068 2.1245 2.2028  -0.53
C 1.1745 -1.5709 -2.4809  -0.92
C 1.2686 1.0669 -2.6497  -0.66
H 0.1865 0.9139 -2.9240  0.32
O -2.0770 -2.5885 -3.1113  -0.50
H 1.5789 -3.1962 -7.4848  0.43
H 1.0280 3.2520 -2.2012  0.43
C -2.8207 -2.9004 6.2765  -1.43
H -1.3512 -3.7510 3.2592  0.26
H 2.7103 -0.2951 -7.0722  0.31
H 2.8397 1.1063 0.6248  0.15
N -1.3572 3.8398 3.3335  -0.41
H -3.9593 1.1599 1.9371  0.23
C -2.2249 0.6762 0.6851  0.81
H 3.3055 -1.4447 -8.2874  0.40
C -0.9197 0.4410 1.2962  0.43
H -2.6281 3.1581 -0.6927  0.34
H -2.8002 -4.4685 3.9896  0.38
H 2.3984 3.5775 2.7013  0.16
C 1.3354 2.3048 -1.6754  -0.08
H -1.2194 -4.6114 4.7848  0.36
C 1.9407 -0.2408 -2.0656  0.29
C -2.1181 -2.6476 4.9516  0.75
C 2.7655 2.5618 -1.0482  -0.83
C 3.4048 -1.1223 -7.2488  -1.26
H 1.7855 -2.2410 -3.1273  0.48
H 1.8107 1.3833 -3.5852  0.30
C 3.1337 -2.2696 -6.2880  0.36
C -1.7031 -1.0627 -1.1638  0.54
C 0.5704 -2.3237 -1.2061  -1.21
H 2.9678 -0.2986 -2.5239  0.65
H -2.2071 -3.5300 6.9280  0.35
O -0.8759 -1.9852 5.1896  -0.51
C 3.3741 3.0161 2.6047  -0.49

Output
- orbital gap (eV) = 8.88
- HOMO (eV) = -9.2
- total charge = 0
- E_tot (eV) = -45015.50845

---

(3)
Here is a cluster of 2 separate species, C5H10O in total from the Open Molecules 2025 dataset. Energies are from ωB97M-V with the def2-TZVPD basis set.

Last column: Mulliken charge in e.
Geometry (Å):
H -1.1566 0.7601 -2.5162  0.19
C 0.2149 0.6674 0.2547  -0.14
C -1.4300 1.5479 -1.7777  -0.53
C -0.2322 -1.5757 1.4764  -1.17
C -0.5757 -0.6201 0.3486  0.80
H 1.5315 -0.0283 -1.3351  0.28
H 2.2536 -0.1598 0.2889  0.33
H -0.3710 1.3598 -0.4378  0.09
H -2.4592 1.2374 -1.4929  0.19
H 0.8535 -1.7186 1.5594  0.32
C 1.6101 0.4569 -0.3539  -1.11
H -0.7293 -2.5388 1.3279  0.33
H 0.2988 1.1549 1.2396  0.31
H 2.1012 1.4274 -0.4942  0.34
H -0.5697 -1.1386 2.4276  0.30
O -1.4554 -0.8730 -0.4618  -0.55

Output
- orbital gap (spin up / spin down) (eV) = 8.42 / 8.42
- HOMO (spin up / spin down) (eV) = -8.8 / -8.8
- total charge = 0
- relative energy (zero: lowest compared OMol25 entry of this formula, charge and spin) (kJ/mol) = 468.1
- E_tot (eV) = -7389.91357

---

(4)
Here is a cluster of 2 separate species, C20H22NOS3 in total from the Open Molecules 2025 dataset. Energies are from ωB97M-V with the def2-TZVPD basis set.

Last column: Mulliken charge in e.
Geometry (Å):
C -0.2491 1.8007 0.5990  0.62
C 0.9124 3.4386 -1.9009  0.17
H 5.2539 -2.7243 -0.9601  0.31
H 6.0826 -0.5352 -0.8186  0.39
H 1.1201 3.2479 -5.2812  0.42
C 2.7651 3.0155 0.8330  -0.77
C 1.0090 2.0703 -1.5950  0.96
C -2.5122 2.9432 3.5321  -0.55
N -1.5007 2.1381 0.1443  0.15
O 2.0618 1.7661 0.6008  -0.23
C 0.9357 3.8547 -3.2234  -0.76
S 3.9127 0.1999 -0.7142  0.29
C -1.8966 2.0599 -1.2565  -1.06
H 5.9515 -2.6582 0.6628  0.35
C -2.3838 2.5576 1.1437  0.47
C 0.9233 1.7508 -0.1656  -1.69
H 2.8960 3.5971 -0.0940  0.31
C 1.1562 1.1188 -2.6192  0.23
C 5.2980 -0.7714 -0.0846  -0.65
H -1.5033 1.1456 -1.7123  0.31
H 0.8459 4.9183 -3.4412  0.42
C 5.1401 -2.2765 0.0333  -0.54
H -4.3891 3.7448 4.2275  0.37
C -1.8040 2.4880 2.4149  0.78
H -4.0780 3.1789 -0.0496  0.30
S 2.4689 -2.3232 -0.5432  0.01
H -1.5514 2.9330 -1.8197  0.34
H 0.8000 4.1368 -1.0654  0.42
H -2.0191 2.9209 4.5001  0.38
C -3.6742 3.0753 0.9584  -0.79
H -2.9863 2.0349 -1.3078  0.41
H 3.7668 -3.7906 0.7794  0.40
C 2.4878 -0.6528 -0.3819  -0.23
C 3.8102 -2.7036 0.6405  -0.68
H 1.2942 0.0706 -2.3293  0.44
C 1.1538 1.5508 -3.9508  -0.89
C 1.0781 2.9147 -4.2475  -0.55
C -3.8186 3.4090 3.3630  -0.56
H 3.5786 -2.1944 1.5844  0.37
H 2.2024 3.5839 1.5893  0.27
H -5.4349 3.7964 1.9718  0.38
H 5.5752 -0.3283 0.8827  0.35
H 1.5648 -0.2453 0.0226  0.52
H 1.2186 0.8049 -4.7492  0.42
S -0.1716 1.8624 2.3572  -0.22
C -4.4033 3.4557 2.0880  -0.68
H 3.7382 2.7040 1.2252  0.29

Output
- orbital gap (eV) = 3.61
- HOMO (eV) = -9.4
- total charge = +1
- relative energy (zero: lowest compared OMol25 entry of this formula, charge and spin) (kJ/mol) = 79.5
- E_tot (eV) = -57130.70793

---

(5)
Here is an isolated molecule of C4H6N4 from the Open Molecules 2025 dataset. Energies are from ωB97M-V with the def2-TZVPD basis set.

Last column: Mulliken charge in e.
Geometry (Å):
H 0.3747 -0.4524 1.1954  0.42
H -2.3743 0.9004 -0.2529  0.30
N 1.8736 0.4291 -0.5401  -0.20
C -0.4520 1.4467 0.0807  -0.22
N -1.5505 -0.7444 -0.5737  -0.48
H 1.1780 -2.2466 0.9493  0.28
C 0.7084 -1.3445 0.5359  -0.58
H -0.9140 2.3835 0.3134  0.30
C -0.5467 -1.5157 -0.3013  0.03
H -0.6403 -2.4238 -0.9311  0.35
N 1.7936 -0.7407 -0.2472  -0.25
H 1.2235 2.4409 -0.1824  0.35
C 0.8621 1.4153 -0.1614  -0.10
N -1.5360 0.4524 0.1152  -0.19

Output
- orbital gap (eV) = 8.49
- HOMO (eV) = -8.4
- total charge = 0
- relative energy (zero: lowest compared OMol25 entry of this formula, charge and spin) (kJ/mol) = 464.1
- E_tot (eV) = -10201.12953

---

(6)
Here is the ion C3H5BrN3 with charge +1 from the Open Molecules 2025 dataset. Energies are from ωB97M-V with the def2-TZVPD basis set.

Last column: Mulliken charge in e.
Geometry (Å):
H 1.8564 1.5901 -2.2176  0.38
H -1.6549 -0.1389 1.3538  0.33
N -0.2621 1.8382 -2.3164  -0.24
Br -3.0612 2.2256 -1.8817  0.19
H -0.5340 -1.4481 0.9918  0.30
N 0.6333 0.5509 -0.7400  0.09
C -1.3814 1.6577 -1.8594  0.62
C 0.8573 1.3231 -1.8180  -0.19
C -0.6936 -0.3002 0.9623  -0.74
H 0.2763 -0.0757 1.6570  0.27
H 1.5390 0.1270 -0.3914  0.31
N -0.5438 0.2813 -0.3338  -0.32

Output
- orbital gap (spin up / spin down) (eV) = 7.74 / 7.74
- HOMO (spin up / spin down) (eV) = -13.1 / -13.1
- total charge = +1
- relative energy (zero: lowest compared OMol25 entry of this formula, charge and spin) (kJ/mol) = 336.1
- E_tot (eV) = -77693.40176

---

(7)
Here is an isolated molecule of C3H4Cl2FNO from the Open Molecules 2025 dataset. Energies are from ωB97M-V with the def2-TZVPD basis set.

Last column: Mulliken charge in e.
Geometry (Å):
Cl 0.2666 3.0957 0.8560  -0.10
H 1.2251 -2.4053 -0.2732  0.31
C 0.3765 -1.9328 0.2446  -0.82
H 0.7845 -0.5547 -1.2196  0.31
O -0.6131 0.2782 1.5047  -0.56
F 0.4373 1.9503 -1.4883  -0.19
H -0.6366 -2.4936 0.0656  0.24
N 0.2480 -0.6095 -0.2966  -0.20
C -0.2339 1.8643 -0.3244  0.58
Cl -2.0335 2.2857 -0.7452  -0.17
H 0.4567 -1.8996 1.3061  0.31
C -0.2774 0.4214 0.3704  0.29

Output
- orbital gap (eV) = 10.88
- HOMO (eV) = -10.3
- total charge = 0
- relative energy (zero: lowest compared OMol25 entry of this formula, charge and spin) (kJ/mol) = 20.7
- E_tot (eV) = -34475.36007

---

(8)
Here is the ion C3H8NO2S with charge +1 from the Open Molecules 2025 dataset. Energies are from ωB97M-V with the def2-TZVPD basis set.

Last column: Mulliken charge in e.
Geometry (Å):
S 1.0253 0.5834 0.3306  0.19
H 2.7046 -2.1540 -0.2868  0.29
C -2.2335 1.0376 -0.3978  -0.80
N 3.2578 -1.1974 -0.2854  -0.35
C 2.5581 -0.0432 -0.2294  0.63
O -0.6440 -0.3283 1.0292  -0.46
H -2.9549 0.9243 -1.2927  0.33
H -2.5694 -0.7629 0.7681  0.30
H -1.6113 -0.9427 -0.7687  0.28
H -1.2403 1.4843 -0.7010  0.21
H -2.7964 1.7454 0.3249  0.27
O 2.9302 1.1502 -0.1004  -0.34
H 4.2092 -1.1856 -0.4130  0.24
C -1.7681 -0.3081 0.1129  -0.20
H -0.8672 -0.0029 1.9093  0.40

Output
- orbital gap (eV) = 9.47
- HOMO (eV) = -14.7
- total charge = +1
- relative energy (zero: lowest compared OMol25 entry of this formula, charge and spin) (kJ/mol) = 348.8
- E_tot (eV) = -19651.20486

---

- What is the formula in the first record?
  C39H51N6OPdSTe

---

- Which value of total charge does entry 3 give?
  0

---

- Which value of E_tot does entry 6 give?
  -77693.40176 eV